Record 1
This record from the Open Molecules 2025 dataset describes a 2-piece molecular cluster, CH2BN overall in a non-equilibrium geometry. The level of theory is wB97M-V/def2-TZVPD.

- ΔE to the lowest compared entry with this formula, charge and spin (kcal/mol) = 106.65
- DFT total energy (eV) = -3229.7467
- HOMO energy (spin up / spin down) (eV) = -11.31 / -8.75
- maximum force (eV Å⁻¹) = 2.64

```
5
Properties=species:S:1:pos:R:3:forces:R:3
B -1.5317 0.9312 -0.1258 1.3 1.0 -0.2
C -2.6439 0.0554 0.0565 -1.9 -1.8 0.1
N -3.5557 -0.6763 0.0849 0.6 0.7 0.1
H -0.3796 0.8150 -0.3276 -0.1 0.2 0.0
H 0.6224 -1.4207 0.2341 0.0 0.0 0.0
```
Forces are in eV/Å.



Record 2
This record from the Open Molecules 2025 dataset describes a 2-piece molecular cluster, C5H10NS overall in a non-equilibrium geometry. The level of theory is wB97M-V/def2-TZVPD.

- ΔE to the lowest compared entry with this formula, charge and spin (kcal/mol) = 124.90
- DFT total energy (eV) = -17660.9062
- HOMO energy (spin up / spin down) (eV) = -13.52 / -13.50
- total charge = +1
- maximum force (eV Å⁻¹) = 5.15

```
17
Properties=species:S:1:pos:R:3:forces:R:3
C -2.3923 0.1586 -0.9737 -4.2 0.9 -1.7
C 0.0962 0.1547 -0.6647 -5.0 0.1 0.2
C 1.6264 0.9648 0.9662 -3.2 -0.2 0.9
C 1.8666 -1.3502 0.0642 -1.4 2.3 0.0
C 1.4500 0.1499 -0.3329 -0.8 -2.7 4.2
N -1.0841 0.1022 -0.6439 5.1 0.4 0.4
S -4.4730 0.5904 0.4671 2.5 -2.3 -0.7
H -2.5981 1.0905 -1.5830 0.2 -0.9 1.1
H -2.6288 -0.7010 -1.6411 -0.3 0.4 1.1
H 1.0690 1.8650 0.8281 0.3 1.3 -0.1
H 1.0595 0.5625 1.8694 1.3 -0.2 -1.1
H 2.6506 1.1367 1.0849 1.4 0.3 0.6
H 2.9033 -1.1209 0.2118 0.7 -1.0 0.3
H 1.6319 -1.9651 -0.7922 0.3 -0.8 0.3
H 1.3108 -1.5033 1.0323 0.8 -0.6 -1.2
H 2.1229 0.5888 -0.9262 2.0 1.3 -3.3
H -4.6112 -0.7234 1.0336 0.3 1.7 -0.9
```
Forces are in eV/Å.



Record 3
This record from the Open Molecules 2025 dataset describes a 13-piece molecular cluster, C4H38N2O13 overall in a non-equilibrium geometry. The level of theory is wB97M-V/def2-TZVPD.

- ΔE to the lowest compared entry with this formula, charge and spin (kcal/mol) = 0.00
- DFT total energy (eV) = -34350.0524
- HOMO energy (eV) = -15.98
- total charge = +2
- maximum force (eV Å⁻¹) = 2.46

```
57
Properties=species:S:1:pos:R:3:forces:R:3
C 2.4603 -1.4647 0.4595 -0.8 -1.5 -1.1
O 2.5670 -2.2957 -0.7052 0.1 -0.7 -0.7
C 1.3330 -0.5343 0.0457 -0.9 1.7 -0.5
C 1.0233 0.5719 1.0427 0.9 1.2 1.9
C -0.2207 1.4571 0.9061 0.7 0.3 -1.7
N 0.0605 2.5817 -0.1074 -0.3 0.0 1.2
N 0.0387 -1.2658 -0.2391 -0.4 -1.0 0.8
H 2.2376 -2.1756 1.2482 -0.3 0.5 0.7
H 3.4074 -0.9936 0.6261 0.3 0.8 0.3
H 3.1632 -3.0461 -0.5855 -0.2 0.0 0.5
H 1.6082 -0.0411 -0.9232 0.0 -0.6 0.8
H 1.9154 1.2301 1.1592 -0.5 -0.1 -0.8
H 1.0175 0.3040 2.1052 -0.4 -1.2 -0.2
H -0.4547 1.9562 1.8293 -0.1 -0.1 0.4
H -1.1120 0.9596 0.4994 0.2 0.0 0.5
H 1.0792 2.5871 -0.3322 -0.4 -0.2 -0.5
H -0.1633 3.4976 0.3776 -0.2 -1.0 -0.6
H -0.5180 2.3624 -0.9175 0.6 0.5 -0.3
H -0.5369 -0.8681 -0.9989 1.1 -0.3 -0.3
H 0.2227 -2.3139 -0.3489 -0.5 1.1 -0.1
H -0.6527 -1.2373 0.5495 0.7 -0.4 0.0
H 5.0064 -1.1619 -1.7422 0.5 0.5 -0.6
H 3.6953 -1.7401 -1.9000 -0.1 0.9 -1.0
O 4.2942 -1.1298 -2.3994 -0.1 -0.8 1.2
H 2.1443 1.3226 -4.7416 0.7 -0.2 -0.2
H 3.5076 1.0576 -3.9163 -0.3 -0.4 -0.5
O 2.6758 1.5416 -3.9704 -0.5 0.5 0.7
H 0.2200 -4.7386 0.2335 -0.3 -0.1 0.2
H -0.9419 -3.8554 0.8697 0.0 -0.2 0.1
O -0.0256 -3.8664 0.5595 0.4 0.1 -0.3
H -1.4168 -0.3045 3.4333 0.6 0.1 0.6
H -0.4655 -1.0464 4.4996 -0.2 0.1 0.1
O -0.6786 -0.9529 3.5667 -0.2 0.1 -0.5
H 0.5276 4.8086 1.8880 -0.1 0.0 -0.5
H -0.6469 4.4111 2.6652 -0.6 -0.3 -0.2
O -0.3181 4.3463 1.7559 0.8 0.9 1.2
H 0.9508 -2.3616 -2.8332 0.2 0.4 0.0
H -0.4346 -2.5737 -3.3189 -0.2 0.4 -0.2
O 0.1430 -1.8586 -3.0110 0.0 -0.8 0.0
H -5.0918 1.2168 1.6900 0.4 -0.3 0.3
H -4.7547 0.3965 0.5079 0.6 -0.3 -0.1
O -4.4127 0.5705 1.4133 -1.3 0.7 -0.4
H 2.3547 2.3632 -2.1234 0.5 -0.3 -0.2
H 3.5031 2.3963 -1.0613 -0.2 0.0 -0.2
O 2.5896 2.1193 -1.2127 -0.2 0.3 0.4
H -3.2462 0.9070 2.5199 0.4 -0.1 0.6
H -3.0348 0.6621 4.0636 -0.3 0.2 0.0
O -2.6087 1.0144 3.2751 0.2 -0.2 -0.4
H -1.1051 1.2867 -2.9802 0.0 0.1 0.5
H 0.1352 0.5042 -3.0086 0.4 -0.2 0.4
O -0.3990 1.0031 -2.3691 -0.6 0.0 -1.0
H -5.5062 -0.9188 -1.1454 -0.1 0.1 -0.2
H -4.0677 -0.4918 -1.3770 0.1 0.0 -0.2
O -4.9474 -0.1334 -1.2287 0.0 -0.2 0.3
H -1.4483 -1.9270 2.4427 -0.1 -0.3 -0.2
H -2.7986 -1.9351 1.6766 0.0 -0.1 0.0
O -1.8741 -2.2033 1.5888 -0.2 0.4 0.2
```
Forces are in eV/Å.